[1]
C18H40Br6N4O4 | wB97M-V/def2-TZVPD

```
! RIJCOSX wB97M-V def2-TZVPD def2/J DEFGRID3
* xyz 0 1
Br 1.84452 0.76691 4.47518
C -0.09565 0.35000 4.14104
C -0.82863 1.54653 3.46563
Br -2.50996 0.85058 2.64839
H -0.53946 -0.08215 5.03791
H -0.05295 -0.55001 3.52763
H -0.16926 1.88441 2.66615
H -0.92253 2.42478 4.10434
Br -0.03737 -3.12904 0.56372
C -1.40552 -4.61124 0.23968
C -2.56363 -4.72593 1.13780
Br -3.83490 -6.20401 0.58282
H -0.90326 -5.54500 0.49251
H -1.69043 -4.71447 -0.80735
H -3.27654 -3.90190 1.10888
H -2.26314 -4.93152 2.16520
Br -1.61412 1.55168 0.49873
C 0.13731 0.59917 0.45872
C 0.18084 -0.88055 0.90845
Br 2.02819 -1.43712 1.25737
H 0.81025 1.28943 0.96744
H 0.53084 0.77943 -0.54165
H -0.21291 -1.62130 0.21249
H -0.37440 -0.98629 1.84045
C -0.61156 1.69127 -3.98164
O -0.94785 1.92206 -5.17153
N -1.06610 2.47354 -3.02456
C -0.44910 2.41165 -1.65335
C -2.25098 3.33575 -3.15238
H 0.18648 1.00066 -3.66799
H -1.09498 1.82988 -0.99571
H -0.29477 3.43086 -1.29909
H 0.49573 1.87504 -1.56714
H -3.00501 3.40916 -2.36870
H -1.74260 4.27639 -3.36415
H -2.70062 3.23561 -4.14026
C -2.28121 -4.06249 4.30151
O -1.69842 -4.93931 5.03047
N -1.71788 -2.98975 3.64017
C -0.30065 -2.58110 3.83172
C -2.38393 -2.17366 2.58490
H -3.35359 -4.03873 4.05322
H 0.23503 -3.42331 4.26968
H -0.04773 -1.71377 4.44155
H 0.19562 -2.26119 2.91550
H -3.46167 -2.31809 2.66045
H -2.31591 -1.15918 2.97773
H -2.05829 -2.40300 1.57030
C 1.01097 -0.06137 -3.04050
O 1.18989 1.11943 -3.20887
N 1.90830 -0.75086 -2.28374
C 1.57812 -2.04057 -1.74666
C 3.25288 -0.35839 -1.84116
H 0.20871 -0.68957 -3.45757
H 1.29900 -1.79822 -0.72126
H 2.39487 -2.75962 -1.68353
H 0.59408 -2.46126 -1.95350
H 4.03313 -0.82396 -2.44329
H 3.34938 0.64245 -2.26200
H 3.37979 -0.49372 -0.76707
C 1.98269 2.46411 -1.01886
O 1.10888 2.33966 -0.12886
N 2.18654 3.63993 -1.76378
C 3.14826 3.58935 -2.84865
C 1.37990 4.83036 -1.74199
H 2.69080 1.64817 -1.23106
H 2.72417 3.86909 -3.81301
H 3.76282 2.69641 -2.96308
H 3.89360 4.36470 -2.67145
H 0.85141 4.82767 -2.69530
H 0.54470 4.90292 -1.04537
H 1.95990 5.75274 -1.71159
*
```

Output
HOMO energy = -6.32 eV
Strongest force on any atom = 12.396 eV/Å
HOMO-LUMO gap = 6.13 eV
E_LUMO = -0.19 eV



[2]
C18H40N2O5S5 | wB97M-V/def2-TZVPD

```
! RIJCOSX wB97M-V def2-TZVPD def2/J DEFGRID3
* xyz 0 1
C -5.18283 -26.59791 -10.44600
S -6.96796 -26.71292 -10.61484
O -7.52627 -26.85979 -9.25745
C -7.19650 -25.00460 -11.10323
H -4.87323 -27.44974 -9.83491
H -4.92227 -25.68864 -9.90829
H -4.73923 -26.78381 -11.42580
H -6.80654 -24.86902 -12.11210
H -6.74493 -24.34286 -10.36312
H -8.27082 -24.81342 -11.09918
C 1.09351 -22.35250 -15.72954
S 0.05223 -22.76720 -14.34096
O -0.80846 -21.58207 -14.10688
C -0.95344 -23.94418 -15.23571
H 1.70956 -21.50378 -15.43839
H 0.46339 -22.06640 -16.57119
H 1.74469 -23.19034 -15.97703
H -1.45078 -23.35917 -16.00813
H -1.63764 -24.42297 -14.54270
H -0.29278 -24.69742 -15.66424
C -4.30878 -21.85018 -11.31180
S -3.22046 -22.85681 -10.30401
O -4.09730 -23.67141 -9.42062
C -2.75880 -23.93740 -11.65364
H -5.08025 -22.51350 -11.71052
H -3.77706 -21.32603 -12.10028
H -4.80966 -21.17188 -10.61976
H -3.70990 -24.34980 -12.00621
H -2.17834 -24.79164 -11.30925
H -2.24606 -23.37120 -12.42797
C -0.18191 -19.15813 -12.25964
S -1.35051 -19.70835 -11.01973
O -0.80660 -19.28013 -9.71316
C -2.65110 -18.54572 -11.44513
H 0.76694 -19.61781 -11.98430
H -0.05195 -18.07927 -12.17036
H -0.49493 -19.49620 -13.24522
H -3.09694 -18.84533 -12.39490
H -2.23619 -17.53998 -11.46337
H -3.41918 -18.61037 -10.67529
C -5.17001 -20.54228 -6.86010
S -5.99748 -21.85941 -5.96312
O -7.28102 -21.31078 -5.45900
C -6.45867 -22.86715 -7.39476
H -5.91974 -19.96898 -7.40627
H -4.41586 -20.95902 -7.52838
H -4.67532 -19.90866 -6.12608
H -7.46649 -22.58879 -7.68942
H -6.40316 -23.92243 -7.13251
H -5.70631 -22.69300 -8.16030
N -3.79175 -26.10716 -15.14879
C -3.88844 -26.94887 -16.22064
C -3.52522 -28.19819 -15.80783
C -3.14120 -28.10260 -14.43796
C -3.29673 -26.79729 -14.06858
H -3.86301 -25.10435 -15.14706
H -4.21204 -26.58080 -17.17849
H -3.57768 -29.07924 -16.42541
H -2.73959 -28.89160 -13.82499
H -3.08538 -26.30986 -13.13197
N -1.88970 -24.08826 -5.14724
C -0.66420 -24.68988 -5.08842
C -0.33250 -25.07325 -6.36623
C -1.40216 -24.67124 -7.20947
C -2.38069 -24.12264 -6.42149
H -2.34410 -23.65271 -4.36455
H -0.11955 -24.68434 -4.15989
H 0.59198 -25.55503 -6.63666
H -1.44508 -24.94694 -8.25068
H -3.39453 -23.85474 -6.66271
*
```

Output
HOMO energy = -8.03 eV
Strongest force on any atom = 0.924 eV/Å
HOMO-LUMO gap = 8.07 eV
E_LUMO = 0.05 eV



[3]
C18H40OOsP2Si | wB97M-V/def2-TZVPD

```
! RIJCOSX wB97M-V def2-TZVPD def2/J DEFGRID3
* xyz 2 5
P -2.06904 -1.17064 0.45445
P 1.38700 -1.55089 1.43754
C -1.28098 -2.82726 0.68679
C 0.24805 -2.71883 0.57265
H -1.63495 -3.47768 -0.13082
H -1.59384 -3.26471 1.65427
H 0.58298 -3.71145 0.92365
H 0.53587 -2.62322 -0.49736
C 2.67397 -1.19066 0.22249
H 3.59773 -1.65485 0.62461
H 2.83629 -0.10983 0.06600
H 2.42551 -1.67685 -0.74205
C 2.12502 -2.70212 2.63500
H 3.00287 -3.14611 2.13119
H 1.35844 -3.47051 2.86809
H 2.42524 -2.16912 3.55362
C -1.63583 2.27703 -0.46012
H -2.47702 1.71098 -0.04152
H -1.94387 3.29373 -0.76575
H -0.80610 2.30755 0.25941
C -3.51268 -1.62902 -0.55575
H -3.90255 -2.62894 -0.29984
H -3.18528 -1.63157 -1.61616
H -4.28669 -0.85185 -0.47931
Os -0.78834 1.33269 -2.07205
C 0.30934 -0.14336 -2.89365
C 1.06032 1.11713 -2.80201
C 1.27431 2.01040 -4.03329
C 0.02274 2.80343 -4.46595
C -1.15335 2.56202 -3.52842
C -1.92442 1.30785 -3.67870
C -1.48587 0.24439 -4.69885
C -0.28114 -0.59156 -4.21397
C -2.50257 -0.93021 2.22810
H 0.61175 -0.95023 -2.20566
H 1.87657 1.13694 -2.05332
H 1.71742 1.43741 -4.86607
H 2.04136 2.73328 -3.72315
H 0.27372 3.87442 -4.38922
H -0.29346 2.56885 -5.49911
H -1.76667 3.44757 -3.31890
H -3.01949 1.44042 -3.60349
H -1.27274 0.70435 -5.68435
H -2.33551 -0.44572 -4.87518
H -0.60008 -1.63837 -4.07832
H 0.50799 -0.58097 -4.97117
H -1.91348 -1.62651 2.84900
H -3.59154 -1.07158 2.36962
H -2.24402 0.11215 2.49478
C 0.45747 -0.10247 5.18699
Si 1.32143 0.63840 3.71217
C 0.88133 2.47254 3.69071
C 3.16519 0.75960 4.07579
O 0.89534 -0.33622 2.35608
H 1.07886 0.04955 6.08405
H 0.27554 -1.17941 5.06891
H -0.50369 0.40355 5.36245
H 1.40212 2.95593 4.53378
H 1.20148 3.00042 2.78655
H -0.18498 2.66988 3.84660
H 3.71053 -0.18294 3.92911
H 3.63124 1.53626 3.45160
H 3.27514 1.07691 5.12746
*
```

Output
HOMO energy (spin up / spin down) = -11.26 / -14.31 eV
Strongest force on any atom = 5.434 eV/Å
HOMO-LUMO gap (spin up / spin down) = 5.37 / 4.08 eV
E_LUMO (spin up / spin down) = -5.89 / -10.23 eV



In order of appearance, total energy = -16673.06161 -3186.30619 -1847.19962 a.u..